[1]
Below is a molecular structure, C43H42N3O4PRu, with properties calculated with ωB97M-V/def2-TZVPD.

Values from the calculation:
HOMO-LUMO gap (spin up / spin down)	8.216 / 5.585	eV
max |F|	0.5	eV/A

Geometry as ORCA input:
```
! RIJCOSX wB97M-V def2-TZVPD def2/J DEFGRID3
* xyz 2 5
Ru 0.41735 0.82254 0.11322
C -1.51583 -5.36663 1.47091
O -2.79885 -4.90700 1.03624
C -3.47879 -4.18278 1.98291
C -4.36404 -4.79572 2.85401
C -5.07682 -4.02610 3.76151
C -4.92897 -2.64626 3.78412
C -4.07105 -2.02182 2.89184
C -3.33026 -2.79577 2.00846
N -2.47993 -2.22526 1.01882
C -1.52903 -1.30852 1.20804
N -1.24853 -0.92952 2.46468
C -0.34611 0.03737 2.91525
C 0.45665 0.86366 2.12884
C 1.38261 1.70844 2.78397
C 1.45359 1.75904 4.15318
C 0.61019 0.96603 4.94004
C -0.27681 0.11118 4.33164
O -1.13448 -0.71914 4.97428
C -1.09009 -0.75899 6.40332
N -0.82459 -0.80545 0.19060
C -1.32065 -1.00687 -1.13261
C -0.51359 -1.69145 -2.05080
C -0.98486 -2.02038 -3.30440
C -2.28979 -1.68265 -3.65188
C -3.09101 -0.97792 -2.77137
C -2.61112 -0.59654 -1.52051
O -3.47343 0.07051 -0.70939
C -3.05889 1.30834 -0.13582
H -1.20411 -6.13603 0.76984
H -1.58009 -5.79084 2.47399
H -0.78828 -4.54746 1.46662
H -4.48380 -5.86907 2.80304
H -5.76604 -4.50551 4.44230
H -5.50678 -2.05009 4.47584
H -4.00560 -0.94170 2.86489
H -2.54760 -2.62617 0.09297
H -1.74011 -1.41325 3.20933
H 2.03816 2.32661 2.18734
H 2.15786 2.42169 4.63680
H 0.66576 1.02540 6.01619
H -0.09547 -1.04946 6.74374
H -1.81422 -1.51178 6.69739
H -1.36959 0.20911 6.81964
H 0.47791 -1.99432 -1.73520
H -0.35763 -2.56199 -3.99798
H -2.67841 -1.95774 -4.62275
H -4.10227 -0.69351 -3.02825
H -3.97174 1.82388 0.15077
H -2.52125 1.91364 -0.87337
H -2.43946 1.16796 0.75680
C -0.51879 1.78992 -6.31448
C -1.31984 1.53318 -5.20886
C -0.74687 1.43411 -3.95334
C 0.62697 1.60031 -3.79975
C 1.43147 1.85837 -4.90914
C 0.85080 1.95106 -6.16487
P 1.30682 1.60319 -2.13870
C 3.10182 1.53173 -2.27315
C 3.91315 2.55778 -1.80207
C 5.29480 2.44327 -1.89483
C 5.86391 1.30549 -2.44609
C 5.05437 0.27405 -2.90969
C 3.67666 0.38533 -2.82472
C 0.83518 3.12991 -1.32264
C 0.74637 4.41885 -1.84082
C 0.32169 5.43667 -1.00403
C -0.02268 5.16692 0.32178
C 0.03810 3.87994 0.83339
C 0.47493 2.84674 0.00459
H -0.96487 1.86541 -7.29674
H -2.38772 1.40883 -5.32747
H -1.36941 1.23158 -3.08883
H 2.49974 1.98890 -4.79969
H 1.46921 2.15481 -7.02826
H 3.47757 3.45102 -1.37227
H 5.92236 3.25181 -1.54537
H 6.93928 1.22149 -2.52486
H 5.49923 -0.60621 -3.35378
H 3.05217 -0.41339 -3.21171
H 1.00175 4.61816 -2.87464
H 0.25047 6.44877 -1.37750
H -0.35459 5.98064 0.95339
H -0.25268 3.68388 1.85703
C 4.79363 -0.37781 0.84375
C 3.35936 -0.64337 0.52782
C 2.88458 -2.04650 0.40411
O 2.60010 0.31576 0.40074
H 5.43568 -1.23357 0.64938
H 4.85716 -0.13473 1.90802
H 5.12508 0.49198 0.27939
H 3.41532 -2.52629 -0.42187
H 1.80764 -2.10273 0.25126
H 3.15997 -2.59693 1.30648
*
```

=====

[2]
Below is 2 unconnected molecules or ions with the total composition C3H7NO2 at a distorted geometry, with properties calculated with ωB97M-V/def2-TZVPD.

Values from the calculation:
HOMO-LUMO gap (spin up / spin down)	3.292 / 7.254	eV
max |F|	1.6	eV/A

Geometry as ORCA input:
```
! RIJCOSX wB97M-V def2-TZVPD def2/J DEFGRID3
* xyz -1 2
C -0.86451 0.10066 1.96463
C -1.64558 -0.05770 0.89200
N -0.17669 -0.90564 2.58934
H -0.97056 1.05736 2.44598
H -2.10328 0.81626 0.46542
H -1.82576 -0.99544 0.39198
H 0.69263 -0.76750 3.06872
H 0.65480 -0.96708 -0.96038
H -0.30780 -1.85389 2.27509
O 1.28073 -0.72770 -1.66615
C 1.19184 0.67346 -1.85897
O 0.06423 1.22319 -2.00183
H 1.95258 1.19555 -1.27168
*
```

=====

[3]
Below is 40 unconnected molecules or ions with the total composition H80O40 at a distorted geometry, with properties calculated with ωB97M-V/def2-TZVPD.

Values from the calculation:
HOMO-LUMO gap	9.277	eV
max |F|	3.9	eV/A

Geometry as ORCA input:
```
! RIJCOSX wB97M-V def2-TZVPD def2/J DEFGRID3
* xyz 0 1
H 2.40569 -2.57868 -2.73169
H 3.89367 -2.26073 -2.16596
O 3.14620 -1.97880 -2.66946
H -5.07409 -2.35574 1.07973
H -4.22896 -1.23227 1.24418
O -4.75687 -1.64402 0.54973
H 2.38363 3.82881 -2.94479
H 1.46903 2.55400 -3.12061
O 2.32449 2.86746 -2.80090
H 1.71477 0.61893 1.32637
H 3.19378 0.50184 1.56909
O 2.53464 0.46303 0.89326
H -0.45168 -4.98730 1.39998
H -1.26561 -5.90065 0.42139
O -1.34080 -5.29725 1.14329
H 3.94231 2.51981 2.99662
O 3.19081 1.89314 2.75866
H -0.25550 -4.34623 -3.59149
O -0.25160 -3.40891 -3.30265
H 4.35237 -2.82885 -0.59342
H 3.05370 -3.70904 -0.25462
O 3.91330 -3.71789 -0.66825
H -0.08065 0.02113 6.17442
H 0.24194 1.39073 5.34845
O -0.37659 0.90648 5.87670
H 2.48588 -5.41722 2.05038
H 2.09415 -4.06370 1.32355
O 1.90090 -5.09056 1.36686
H -4.79802 2.41721 -0.77884
H -5.12058 3.56480 -1.90255
O -5.07987 2.61006 -1.73478
H -2.19037 -3.10299 1.98293
O -1.91274 -3.40168 2.81657
H -1.58927 -2.44109 4.65475
H -2.46386 -3.48721 4.64149
O -1.92703 -3.08513 5.31498
H -3.76189 0.78313 3.33687
H -5.23086 1.20705 3.58048
O -4.56331 1.10147 2.89360
H -1.60281 -1.48328 -5.50635
H -0.25583 -2.07388 -5.81109
O -0.98492 -1.64124 -6.23653
H -5.08722 -1.22653 -2.00914
H -5.88419 -0.32517 -2.77176
O -5.09649 -0.92437 -2.94289
H -1.34756 -0.52009 -3.45813
H -2.94573 -0.97086 -3.65296
O -1.96326 -1.07951 -3.87201
H 1.28493 -1.38245 -1.24304
H 0.35757 -2.63977 -1.28184
O 0.85336 -2.09115 -0.63320
H 3.57703 1.67760 -4.16204
O 4.28864 1.06419 -4.39080
H -3.17086 1.40663 -4.13008
H -3.92755 1.86713 -2.88245
O -3.25562 2.11927 -3.50935
H -0.97736 -1.28268 0.94444
O -1.35078 -2.17773 0.82000
H 6.21424 -0.05198 -1.67424
H 4.75708 0.27124 -2.31097
O 5.34128 0.36719 -1.50975
H -3.01049 -4.70774 -0.46985
H -3.42429 -5.16215 -1.84898
O -2.65437 -4.93476 -1.32122
H -0.35264 1.59046 -1.70883
H 1.28345 1.69084 -1.25675
O 0.43183 2.02072 -1.42319
H -1.36102 -0.26327 3.99879
H -1.38991 -0.73655 2.68104
O -1.94441 -0.15813 3.21347
H -2.20829 3.96300 3.65950
H -1.51342 2.82184 3.08950
O -1.42175 3.78099 3.18329
H 1.50878 -1.78244 1.89003
H 2.89489 -1.45229 2.56238
O 2.08958 -1.92996 2.64632
H 0.33568 3.47963 -1.20613
H -0.76351 3.70016 -0.02314
O -0.33434 4.15194 -0.74357
H 0.45805 3.55240 5.86704
H 1.52485 2.30205 6.19107
O 1.20691 3.02020 5.61576
H -1.82835 5.23787 1.48586
H -2.11625 5.82254 0.16571
O -2.59667 5.36551 0.88798
H -4.61349 3.01977 1.79174
H -3.80083 4.06509 0.99253
O -4.54349 3.47148 0.95984
H 5.82299 2.40577 1.70278
O 5.57740 2.95503 2.44174
H 2.36097 3.82554 0.11012
H 2.12321 2.51383 0.81770
O 1.87800 3.43303 0.82184
H 5.04652 1.60197 -4.24307
H 2.52611 2.13858 3.36740
H -0.76338 -2.74510 0.34603
H -1.20338 -3.24407 -3.28083
H -1.25599 -4.05879 2.81562
H 4.88256 3.49402 2.01722
O -2.43527 -0.55801 -1.04657
H -2.47688 0.05680 -0.31097
H -2.23278 -1.29882 -0.44921
O -1.20517 3.32950 -3.98276
H -1.85005 4.00983 -4.07191
H -1.53151 2.51776 -3.52084
O 3.56437 -2.46341 -5.42780
H 3.93412 -1.91395 -4.72255
H 2.91249 -1.72330 -5.53870
O 0.01867 -0.14217 0.60003
H 0.60873 -0.48505 -0.13352
H -0.47820 0.67201 0.60194
O 1.63876 -2.03230 5.18942
H 2.57866 -2.02850 5.14059
H 1.28550 -2.44364 4.33629
O 4.70864 2.88519 -0.00700
H 4.78041 1.91282 -0.24176
H 4.50034 3.39133 -0.87623
O 0.79206 -0.26651 -2.66101
H 1.50895 0.05043 -3.23682
H 0.18155 0.46523 -2.69747
*
```